Below is a molecular structure, C33H39NP2S4V at a distorted geometry, with properties calculated with ωB97M-V/def2-TZVPD.

```
80
Properties=species:S:1:pos:R:3:lowdin_charge:R:1
V -0.0580 -0.2289 0.3829 0.002
C 2.6037 -0.6477 2.6305 -0.432
C 1.5036 -0.0361 3.4657 -0.422
S -0.1160 -0.5214 2.7689 0.904
C -1.1311 0.8293 3.4657 -0.423
C -2.4185 0.9444 2.6836 -0.420
S -2.1009 1.1451 0.9021 0.897
C -1.5542 2.8922 0.8047 -0.412
C -0.7152 3.0761 -0.4448 -0.432
S 0.6233 1.8450 -0.5756 0.916
C 1.7909 2.4887 0.6761 -0.427
C 2.9680 1.5394 0.7829 -0.414
S 2.4530 -0.2137 0.8691 0.903
H 2.5601 -1.7382 2.6548 0.089
H 3.5931 -0.3413 2.9677 0.112
H 1.5666 1.0518 3.4852 0.088
H 1.5342 -0.4098 4.4897 0.113
H -0.5441 1.7467 3.4179 0.081
H -1.3229 0.5949 4.5129 0.115
H -3.0144 1.7953 3.0129 0.117
H -3.0228 0.0396 2.7661 0.086
H -1.0072 3.1485 1.7108 0.085
H -2.4521 3.5082 0.7540 0.113
H -0.2531 4.0624 -0.4764 0.113
H -1.3100 2.9541 -1.3494 0.084
H 1.2616 2.6023 1.6220 0.080
H 2.1258 3.4697 0.3360 0.114
H 3.5917 1.7658 1.6466 0.112
H 3.5877 1.6005 -0.1118 0.099
C -1.3899 -4.1924 -1.2794 -0.072
N -0.9235 -2.8561 -0.8864 -0.456
P -1.9177 -1.5159 -0.5614 0.902
C -3.1796 -2.1123 0.5919 -0.358
C -4.5434 -2.0382 0.3113 -0.055
C -5.4589 -2.5590 1.2161 -0.032
C -5.0254 -3.1336 2.4017 -0.029
C -3.6660 -3.1973 2.6910 -0.048
C -2.7463 -2.6904 1.7907 -0.125
C -2.7879 -1.0339 -2.0720 -0.367
C -3.4420 -1.9977 -2.8443 -0.073
C -4.1521 -1.6092 -3.9686 -0.029
C -4.2282 -0.2688 -4.3254 -0.026
C -3.5765 0.6903 -3.5634 -0.043
C -2.8538 0.3090 -2.4448 -0.103
P 0.6325 -2.4167 -0.3694 0.895
C 1.4162 -3.9583 0.1208 -0.356
C 2.0852 -4.7348 -0.8282 -0.070
C 2.5051 -6.0094 -0.4821 -0.030
C 2.2563 -6.5105 0.7891 -0.022
C 1.5983 -5.7322 1.7341 -0.043
C 1.1797 -4.4548 1.4052 -0.096
C 1.4819 -1.7600 -1.8394 -0.380
C 2.8793 -1.7464 -1.9429 -0.128
C 3.4789 -1.2261 -3.0759 -0.033
C 2.7002 -0.6935 -4.1010 -0.024
C 1.3185 -0.6761 -3.9920 -0.039
C 0.7066 -1.2078 -2.8655 -0.089
H -2.4067 -4.3389 -0.9155 0.090
H -0.7571 -4.9542 -0.8285 0.084
H -1.3625 -4.3220 -2.3617 0.096
H -4.8944 -1.5810 -0.6037 0.111
H -6.5162 -2.5192 0.9900 0.126
H -5.7448 -3.5406 3.0995 0.126
H -3.3313 -3.6527 3.6141 0.121
H -1.6849 -2.7731 1.9915 0.062
H -3.4105 -3.0432 -2.5709 0.103
H -4.6594 -2.3570 -4.5635 0.127
H -4.7970 0.0285 -5.1959 0.127
H -3.6395 1.7350 -3.8383 0.120
H -2.3392 1.0575 -1.8554 0.053
H 2.2614 -4.3628 -1.8275 0.114
H 3.0199 -6.6179 -1.2136 0.127
H 2.5728 -7.5130 1.0438 0.128
H 1.4073 -6.1291 2.7222 0.122
H 0.6628 -3.8434 2.1383 0.094
H 3.4957 -2.1641 -1.1576 0.104
H 4.5571 -1.2398 -3.1669 0.126
H 3.1766 -0.3063 -4.9919 0.127
H 0.7155 -0.2663 -4.7915 0.123
H -0.3754 -1.2453 -2.8075 0.075
```

Values from the calculation:
Electronic energy ... -123928.247 eV
Expectation value of S² ... 2.041
ΔE to the lowest compared entry with this formula, charge and spin ... 0.0 kJ/mol
Multiplicity ... 3
Frontier orbital gap (spin up / spin down) ... 7.14 / 7.34 eV
Charge ... +3
HOMO (spin up / spin down) ... -16.72 / -16.79 eV

***

Below is C5H9NS in the gas phase at a distorted geometry, with properties calculated with ωB97M-V/def2-TZVPD.

```
16
Properties=species:S:1:pos:R:3:lowdin_charge:R:1
C 0.5455 2.3491 -1.1215 -0.114
C -0.8283 0.4458 -0.2079 -0.320
C -0.6545 -0.8187 -1.0386 -0.395
C 0.5014 -0.4258 1.4850 -0.360
C 0.5418 0.5964 0.4121 -0.407
H 1.1968 1.5289 -1.6461 0.106
H -0.1563 2.6494 -1.9227 0.083
H 1.1089 3.2520 -0.7471 0.099
H -1.6641 0.2467 0.4693 0.131
H 0.0395 -0.8511 -1.8905 0.077
H -1.6142 -1.1550 -1.3663 0.052
H -0.1887 -0.2187 2.2974 0.073
H 1.5905 -0.6488 1.8811 0.108
H 1.3187 0.3588 -0.3072 0.105
N -0.1898 1.7942 0.0051 -0.035
S -0.0587 -1.9127 0.3764 0.796
```

Values from the calculation:
Electronic energy ... -17652.408 eV
ΔE to the lowest compared entry with this formula, charge and spin ... 365.3 kJ/mol
Frontier orbital gap ... 9.49 eV
Charge ... 0
HOMO ... -8.62 eV

***

Q: The lowest charge belongs to which entry?
A: C5H9NS

***

Q: Among the records above, which one has the lowest ΔE to the lowest compared entry with this formula, charge and spin?
A: C33H39NP2S4V